No. 1
ORCA calculation (ωB97M-V with the def2-TZVPD basis set) on a cluster of 9 separate species, C29H82N6O11 in total at a distorted geometry.

Properties
Frontier orbital gap: 8.97 eV
SMILES string: COC[C@H](C)N.COC[C@H](C)N.COC[C@H](C)N.COC[C@H](C)N.COC[C@H](C)N.COC[C@H](C)N.OCCO.OCCO.CO
Energy above the lowest of the compared OMol25 structures with the same formula, charge and spin: 14.7 kcal per mole

Positions of all 128 atoms, in Å:
C: -2.402 5.012 1.819
O: -1.020 4.860 2.166
H: -2.892 4.045 1.883
H: -2.874 5.729 2.501
H: -2.548 5.511 0.858
H: -0.861 5.393 2.949
C: -0.356 1.714 -0.897
C: 0.200 1.231 0.452
C: 1.216 0.127 0.207
O: 0.541 -1.088 0.012
C: 1.409 -2.155 -0.283
N: 0.718 2.355 1.219
H: 0.249 2.495 -1.364
H: -1.368 2.128 -0.822
H: -0.439 0.885 -1.605
H: -0.636 0.830 1.030
H: 1.942 0.167 1.032
H: 1.761 0.412 -0.711
H: 1.787 -2.630 0.635
H: 2.320 -1.836 -0.806
H: 0.877 -2.890 -0.882
H: 0.081 3.113 1.423
H: 1.542 2.755 0.786
C: -4.007 2.715 -3.068
C: -3.219 3.192 -4.280
C: -3.991 3.874 -5.381
O: -5.026 3.022 -5.812
C: -5.927 3.654 -6.690
N: -2.074 4.069 -3.911
H: -4.664 1.892 -3.353
H: -4.635 3.507 -2.650
H: -3.282 2.394 -2.322
H: -2.704 2.330 -4.722
H: -3.334 4.135 -6.218
H: -4.407 4.807 -4.956
H: -6.848 3.071 -6.716
H: -5.505 3.673 -7.702
H: -6.189 4.664 -6.360
H: -1.639 3.656 -3.092
H: -2.429 4.977 -3.619
C: -1.614 -2.794 -2.439
C: -1.732 -1.443 -3.110
C: -0.350 -0.970 -3.560
O: -0.456 0.370 -3.935
C: 0.729 0.981 -4.363
N: -2.674 -1.547 -4.235
H: -2.604 -3.213 -2.236
H: -1.167 -2.707 -1.447
H: -1.077 -3.517 -3.058
H: -2.110 -0.727 -2.376
H: 0.009 -1.621 -4.376
H: 0.354 -1.137 -2.724
H: 1.464 0.982 -3.553
H: 0.547 1.991 -4.725
H: 1.140 0.457 -5.240
H: -2.397 -2.351 -4.786
H: -2.640 -0.700 -4.789
C: 0.753 -1.184 7.806
C: -0.361 -0.549 6.955
C: -0.066 -0.578 5.486
O: 1.144 0.086 5.190
C: 1.359 0.144 3.799
N: -1.556 -1.433 7.169
H: 0.832 -0.688 8.774
H: 1.714 -0.989 7.315
H: 0.727 -2.268 7.889
H: -0.612 0.439 7.347
H: -0.997 -0.333 4.946
H: 0.118 -1.616 5.155
H: 2.187 0.845 3.656
H: 0.489 0.554 3.289
H: 1.758 -0.779 3.354
H: -1.836 -1.366 8.146
H: -2.367 -0.982 6.737
C: 3.336 2.981 -3.102
C: 3.967 4.106 -2.278
C: 3.672 5.462 -2.879
O: 3.858 5.389 -4.285
C: 4.401 6.550 -4.842
N: 3.418 3.974 -0.917
H: 3.824 2.849 -4.065
H: 2.289 3.211 -3.321
H: 3.301 2.060 -2.518
H: 5.049 3.912 -2.263
H: 4.362 6.197 -2.457
H: 2.627 5.729 -2.692
H: 4.111 6.601 -5.899
H: 5.499 6.563 -4.870
H: 4.034 7.475 -4.388
H: 3.841 3.152 -0.498
H: 3.692 4.721 -0.286
C: -0.176 -9.699 2.203
C: -0.140 -8.897 3.491
C: -0.675 -7.503 3.271
O: 0.317 -6.774 2.563
C: -0.184 -5.637 1.918
N: -1.005 -9.576 4.501
H: 0.237 -10.700 2.343
H: 0.474 -9.183 1.489
H: -1.164 -9.743 1.750
H: 0.871 -8.793 3.900
H: -0.973 -7.013 4.205
H: -1.545 -7.545 2.598
H: 0.648 -4.961 1.718
H: -0.933 -5.107 2.514
H: -0.625 -5.881 0.940
H: -0.889 -9.100 5.391
H: -0.611 -10.502 4.635
C: 5.080 0.903 -0.004
C: 5.181 -0.552 0.349
O: 6.449 -0.734 0.996
O: 5.080 1.797 1.078
H: 4.193 1.086 -0.611
H: 5.930 1.158 -0.658
H: 5.203 -1.129 -0.580
H: 4.382 -0.835 1.035
H: 6.369 -1.398 1.685
H: 5.782 1.658 1.718
C: -3.632 -1.649 1.845
C: -2.227 -1.377 2.358
O: -1.722 -2.380 3.183
O: -4.615 -1.641 2.864
H: -3.676 -2.623 1.356
H: -3.876 -0.882 1.096
H: -2.340 -0.408 2.893
H: -1.575 -1.128 1.522
H: -2.351 -2.554 3.892
H: -4.616 -0.783 3.300

=====

No. 2
ORCA calculation (ωB97M-V with the def2-TZVPD basis set) on a cluster of 12 separate species, C29H83NO13 in total at a distorted geometry.

Properties
Frontier orbital gap (alpha / beta): 8.88 / 3.26 eV
Multiplicity: 2
Charge: +1

Positions of all 126 atoms, in Å:
C: 0.559 3.383 -3.866
O: -0.103 4.475 -3.222
H: 0.007 2.446 -3.789
H: 0.662 3.634 -4.921
H: 1.554 3.204 -3.460
H: -0.999 4.532 -3.562
C: -1.962 0.127 -3.336
O: -1.458 -1.167 -3.183
H: -2.214 0.399 -4.361
H: -2.937 0.192 -2.853
H: -1.344 0.926 -2.926
H: -2.159 -1.778 -3.419
C: 4.814 -2.701 -2.440
O: 4.359 -1.590 -1.771
H: 3.915 -3.306 -2.554
H: 5.105 -2.362 -3.434
H: 5.666 -3.171 -1.948
H: 4.948 -0.848 -1.932
C: -0.129 -2.012 3.611
O: -1.116 -2.574 4.418
H: -0.139 -0.922 3.610
H: 0.835 -2.433 3.896
H: -0.360 -2.312 2.589
H: -1.462 -3.354 3.977
C: 1.755 0.082 -5.075
O: 1.489 0.038 -6.424
H: 2.514 -0.581 -4.660
H: 2.125 1.062 -4.774
H: 0.802 -0.169 -4.610
H: 2.295 -0.132 -6.916
C: -3.538 -0.158 0.942
O: -4.773 -0.483 1.560
C: -4.597 -1.121 2.826
C: -5.939 -1.732 3.257
N: -6.428 -2.749 2.280
C: -7.894 -2.829 2.232
C: -8.326 -3.586 0.990
O: -8.234 -2.776 -0.160
C: -8.879 -3.331 -1.316
H: -2.954 -1.064 0.777
H: -3.004 0.546 1.580
H: -3.778 0.289 -0.023
H: -4.304 -0.401 3.590
H: -3.897 -1.949 2.713
H: -6.617 -0.879 3.217
H: -5.903 -2.191 4.245
H: -6.136 -2.435 1.366
H: -8.331 -1.831 2.191
H: -8.364 -3.248 3.121
H: -9.374 -3.789 1.211
H: -7.755 -4.506 0.868
H: -8.733 -2.677 -2.176
H: -9.942 -3.556 -1.228
H: -8.313 -4.221 -1.590
C: -0.251 1.762 -0.088
C: 0.289 0.397 -0.449
C: 1.565 0.513 -1.336
O: 0.762 -0.173 0.729
H: -1.191 1.754 0.465
H: -0.447 2.345 -0.988
H: 0.488 2.327 0.480
H: -0.514 -0.182 -0.905
H: 1.322 0.979 -2.290
H: 2.009 -0.474 -1.472
H: 2.300 1.157 -0.853
H: 0.792 -1.128 0.638
C: -2.947 4.262 4.943
C: -2.117 4.475 3.701
C: -2.575 3.502 2.557
O: -2.423 5.747 3.200
H: -2.745 3.257 5.312
H: -4.020 4.396 4.803
H: -2.675 4.901 5.782
H: -1.038 4.427 3.850
H: -3.643 3.565 2.349
H: -2.282 2.464 2.717
H: -2.123 3.710 1.588
H: -1.887 6.354 3.716
C: 1.229 -4.628 -1.224
C: 0.430 -3.427 -0.803
C: -1.014 -3.668 -0.757
O: 0.927 -3.107 0.471
H: 0.948 -4.900 -2.241
H: 1.097 -5.490 -0.569
H: 2.308 -4.499 -1.144
H: 0.710 -2.608 -1.466
H: -1.437 -3.702 -1.761
H: -1.508 -2.872 -0.200
H: -1.260 -4.634 -0.317
H: 1.881 -3.213 0.470
C: 3.855 -1.442 2.452
C: 4.231 -2.792 1.869
C: 3.669 -3.923 2.779
O: 3.681 -3.096 0.569
H: 2.778 -1.277 2.457
H: 4.315 -0.620 1.904
H: 4.173 -1.360 3.492
H: 5.316 -2.893 1.845
H: 2.583 -3.885 2.696
H: 3.885 -3.810 3.842
H: 3.893 -4.932 2.434
H: 3.839 -2.432 -0.106
C: 6.964 2.203 -3.332
C: 5.770 1.681 -2.579
C: 4.483 1.599 -3.408
O: 6.216 0.388 -2.171
H: 7.873 2.364 -2.752
H: 6.643 3.100 -3.863
H: 7.259 1.493 -4.105
H: 5.684 2.416 -1.779
H: 4.102 2.605 -3.580
H: 3.637 1.064 -2.976
H: 4.726 1.131 -4.362
H: 6.936 0.414 -1.537
C: 3.150 3.824 0.442
C: 2.726 5.226 1.106
C: 1.642 4.991 2.163
O: 3.967 5.703 1.696
H: 2.356 3.270 -0.061
H: 3.594 3.192 1.211
H: 3.825 3.977 -0.400
H: 2.347 5.936 0.371
H: 1.173 5.893 2.556
H: 1.876 4.348 3.011
H: 0.890 4.468 1.572
H: 3.974 5.177 2.499

=====

No. 3
ORCA calculation (ωB97M-V with the def2-TZVPD basis set) on a cluster of 10 separate species, C29H85O40P9S in total at a distorted geometry.

Properties
Frontier orbital gap: 10.33 eV
SMILES string: COP(=O)(OC)OC.COP(=O)(OC)OC.COP(=O)(OC)OC.COP(=O)(OC)OC.COP(=O)(OC)OC.COP(=O)(OC)OC.COP(=O)(OC)OC.COP(=O)(OC)OC.COP(=O)(OC)OC.O=S1(=O)OCCO1
Energy above the lowest of the compared OMol25 structures with the same formula, charge and spin: 156.9 kcal per mole

Positions of all 164 atoms, in Å:
C: -2.385 -4.272 2.181
O: -2.212 -3.783 0.901
P: -2.022 -4.727 -0.400
O: -0.670 -4.888 -0.889
O: -2.639 -6.145 -0.039
C: -4.022 -6.514 0.057
O: -3.067 -4.216 -1.527
C: -3.312 -2.819 -1.856
H: -1.773 -5.135 2.443
H: -3.432 -4.559 2.301
H: -2.428 -3.571 3.015
H: -4.516 -6.177 -0.856
H: -4.673 -6.149 0.851
H: -4.177 -7.576 -0.130
H: -3.389 -2.756 -2.941
H: -2.547 -2.153 -1.458
H: -4.275 -2.379 -1.595
C: -1.676 -0.383 3.140
O: -3.077 -0.129 3.307
P: -4.036 -0.924 4.283
O: -3.427 -1.286 5.588
O: -4.684 -2.162 3.436
C: -4.782 -2.098 2.015
O: -5.249 0.151 4.397
C: -4.996 1.300 5.081
H: -1.590 -1.278 2.523
H: -1.245 -0.555 4.126
H: -1.202 0.494 2.703
H: -3.767 -2.104 1.618
H: -5.265 -1.193 1.645
H: -5.371 -2.882 1.540
H: -3.940 1.516 5.251
H: -5.396 1.328 6.095
H: -5.347 2.077 4.401
C: 4.706 -7.192 0.530
O: 4.441 -5.864 0.912
P: 3.649 -5.449 2.270
O: 2.684 -4.370 1.988
O: 4.811 -4.991 3.343
C: 5.140 -3.623 3.406
O: 3.175 -6.938 2.879
C: 1.822 -7.387 2.997
H: 5.519 -7.641 1.101
H: 5.057 -7.086 -0.497
H: 3.908 -7.926 0.416
H: 4.814 -3.254 4.379
H: 4.709 -2.989 2.633
H: 6.226 -3.551 3.358
H: 1.654 -7.726 4.019
H: 1.667 -8.236 2.332
H: 1.112 -6.599 2.744
C: 5.031 0.378 -1.604
O: 5.551 0.106 -0.284
P: 6.378 -1.277 -0.143
O: 6.675 -1.609 1.247
O: 5.504 -2.316 -1.072
C: 6.095 -3.296 -1.981
O: 7.671 -1.048 -1.104
C: 8.790 -0.373 -0.652
H: 4.785 1.403 -1.882
H: 4.053 -0.105 -1.615
H: 5.587 -0.069 -2.428
H: 5.702 -3.220 -2.994
H: 5.766 -4.279 -1.640
H: 7.184 -3.304 -1.987
H: 8.939 0.491 -1.303
H: 9.696 -0.955 -0.818
H: 8.562 0.063 0.320
C: 2.399 -3.829 -2.724
O: 2.208 -3.615 -4.165
P: 1.038 -4.319 -5.054
O: 0.991 -3.968 -6.470
O: 1.261 -5.825 -4.672
C: 2.361 -6.534 -5.375
O: -0.380 -4.039 -4.197
C: -1.751 -4.427 -4.583
H: 2.559 -4.886 -2.512
H: 1.533 -3.551 -2.122
H: 3.202 -3.206 -2.332
H: 2.457 -6.339 -6.444
H: 2.236 -7.615 -5.424
H: 3.402 -6.403 -5.080
H: -2.312 -3.618 -5.051
H: -2.273 -4.995 -3.815
H: -1.760 -5.010 -5.506
C: 0.563 2.691 -4.031
O: -0.735 3.003 -4.561
P: -1.290 4.409 -5.087
O: -0.254 5.333 -5.587
O: -2.366 4.197 -6.230
C: -3.505 3.507 -5.841
O: -2.189 4.918 -3.770
C: -1.522 5.758 -2.841
H: 0.897 3.488 -3.367
H: 1.257 2.555 -4.861
H: 0.556 1.720 -3.538
H: -3.914 3.554 -4.830
H: -3.402 2.436 -6.014
H: -4.412 3.866 -6.328
H: -0.441 5.892 -2.898
H: -1.760 5.575 -1.794
H: -1.782 6.765 -3.172
C: -0.925 3.549 4.186
O: -2.343 3.588 4.105
P: -3.046 4.847 3.303
O: -4.551 4.799 3.383
O: -2.442 6.194 3.964
C: -2.608 7.480 3.415
O: -2.438 4.944 1.838
C: -1.121 5.216 1.445
H: -0.590 3.410 5.214
H: -0.581 4.555 3.944
H: -0.578 2.707 3.588
H: -1.640 7.886 3.119
H: -2.810 8.119 4.275
H: -3.379 7.595 2.653
H: -0.930 5.532 0.420
H: -0.521 4.324 1.627
H: -0.656 5.936 2.120
C: 1.788 7.458 3.466
O: 2.123 6.407 2.581
P: 2.847 6.659 1.157
O: 1.924 7.161 0.088
O: 4.022 7.721 1.497
C: 4.518 8.596 0.516
O: 3.666 5.265 0.796
C: 3.395 4.452 -0.336
H: 2.055 7.322 4.513
H: 0.697 7.477 3.495
H: 1.959 8.451 3.050
H: 3.844 8.883 -0.290
H: 5.507 8.307 0.159
H: 4.872 9.449 1.097
H: 2.515 4.677 -0.938
H: 3.410 3.423 0.023
H: 4.335 4.564 -0.877
C: -5.566 1.703 1.434
O: -5.645 2.138 0.064
P: -5.291 1.076 -1.119
O: -4.781 1.815 -2.310
O: -4.195 0.114 -0.496
C: -2.934 0.720 -0.096
O: -6.613 0.169 -1.286
C: -7.744 0.796 -1.584
H: -5.859 0.656 1.507
H: -6.280 2.356 1.934
H: -4.599 1.819 1.922
H: -2.539 0.065 0.681
H: -3.174 1.661 0.399
H: -2.200 0.910 -0.878
H: -8.629 0.518 -1.011
H: -7.978 0.240 -2.495
H: -7.617 1.866 -1.747
C: 1.011 -1.541 -0.301
C: 2.166 -1.424 0.601
O: 2.429 -0.042 0.921
S: 1.269 0.951 0.420
O: 1.555 1.424 -0.952
O: 0.714 1.789 1.471
O: 0.310 -0.373 0.094
H: 0.445 -2.465 -0.183
H: 1.326 -1.343 -1.326
H: 3.030 -2.059 0.410
H: 1.726 -1.796 1.528

=====

Number 1: DFT total energy -2310.08381 a.u.. Number 2: DFT total energy -2187.07256 a.u.. Number 3: DFT total energy -7636.48402 a.u..